[1]
20
Properties=species:S:1:pos:R:3:nbo_charge:R:1 method="wB97M-V/def2-TZVPD" max_force_ev_per_a=4.24 e_tot_ev=-14571.54035 orbital_gap_ev=10.33 smiles=O[C@H]1CO[C@H]2[C@@H]1OC[C@@H]2O
C 0.536 0.804 1.566 0.056
C -1.008 0.597 1.346 -0.131
C -0.207 0.539 -0.842 0.018
C -0.538 -0.790 -1.404 0.041
C 0.142 -1.857 -0.335 -0.089
C 1.027 0.256 0.113 0.052
H 0.145 2.576 1.054 0.474
H 1.097 0.273 2.285 0.207
H -1.473 -0.470 1.351 0.199
H -1.638 1.217 1.981 0.208
H -0.070 1.302 -1.651 0.205
H -1.629 -0.934 -1.347 0.203
H 0.891 -0.342 -2.613 0.461
H 0.277 -2.732 -0.956 0.203
H -0.681 -2.248 0.357 0.148
H 1.918 0.807 -0.052 0.207
O 0.885 2.149 1.574 -0.701
O -1.174 1.070 -0.042 -0.537
O 0.258 -1.023 -2.626 -0.701
O 1.242 -1.194 0.241 -0.524

=====

[2]
14
Properties=species:S:1:pos:R:3:nbo_charge:R:1 method="wB97M-V/def2-TZVPD" max_force_ev_per_a=9.78 e_tot_ev=-29902.07319 orbital_gap_ev=9.10 smiles="[H]/N=C(/CSC=O)NS"
C -0.688 -0.100 0.540 0.451
C 0.467 -0.989 0.855 -0.661
C 2.258 0.923 -0.189 0.188
H -3.922 -0.091 0.540 0.137
H -1.041 -1.080 -1.118 0.421
H -1.350 1.821 0.660 0.371
H -0.046 -1.970 0.902 0.251
H 0.757 -0.954 1.852 0.252
H 1.268 1.616 0.376 0.263
N -1.559 -0.585 -0.406 -0.770
N -0.808 1.052 1.139 -0.748
O 3.616 1.099 -0.474 -0.546
S -3.106 0.299 -0.503 0.162
S 1.840 -0.949 -0.234 0.228

=====

[3]
144
Properties=species:S:1:pos:R:3:lowdin_charge:R:1 method="wB97M-V/def2-TZVPD" max_force_ev_per_a=5.07 e_tot_ev=-202352.02587 orbital_gap_ev=9.79 smiles="FC(F)C(F)(F)COC(F)(F)C(F)F.FC(F)C(F)(F)COC(F)(F)C(F)F.FC(F)C(F)(F)COC(F)(F)C(F)F.O=S1(=O)CCCC1.O=S1(=O)CCCC1.O=S1(=O)CCCC1.O=S1(=O)CCCC1.O=S1(=O)CCCC1.O=S1(=O)CCCC1"
C -2.502 3.448 0.162 -0.229
C -3.024 1.996 0.187 -0.183
C -3.795 1.807 1.530 -0.203
S -4.390 3.446 2.106 0.720
O -3.873 3.855 3.427 -0.351
O -5.822 3.646 1.929 -0.342
C -3.520 4.425 0.769 -0.192
H -2.276 3.760 -0.857 0.107
H -1.599 3.575 0.761 0.084
H -2.279 1.281 -0.161 0.102
H -3.766 1.956 -0.611 0.109
H -3.027 1.419 2.200 0.089
H -4.612 1.089 1.587 0.080
H -3.157 5.362 1.192 0.104
H -4.218 4.633 -0.041 0.098
C 2.042 -4.561 6.194 -0.246
C 2.207 -3.761 7.453 -0.231
C 3.279 -2.721 7.269 -0.220
S 4.560 -3.576 6.298 0.727
O 5.370 -4.424 7.190 -0.342
O 4.986 -2.583 5.340 -0.349
C 3.338 -4.771 5.510 -0.206
H 1.330 -4.130 5.490 0.107
H 1.548 -5.511 6.396 0.120
H 2.441 -4.372 8.324 0.122
H 1.286 -3.240 7.714 0.118
H 3.877 -2.364 8.107 0.108
H 2.984 -1.896 6.620 0.103
H 3.724 -5.790 5.558 0.099
H 3.329 -4.570 4.439 0.093
C 6.149 -1.546 0.418 -0.177
C 6.728 -0.367 -0.392 -0.218
C 6.038 0.981 -0.032 -0.200
S 5.125 0.853 1.593 0.737
O 3.662 0.947 1.337 -0.388
O 5.749 1.775 2.527 -0.329
C 5.728 -0.939 1.796 -0.183
H 6.909 -2.314 0.562 0.113
H 5.262 -1.855 -0.135 0.107
H 6.616 -0.447 -1.473 0.106
H 7.801 -0.328 -0.204 0.108
H 5.309 1.118 -0.831 0.081
H 6.667 1.871 -0.049 0.102
H 4.953 -1.409 2.403 0.080
H 6.467 -0.802 2.586 0.096
C 0.437 2.970 3.064 -0.177
C 0.910 4.155 2.052 -0.202
C 2.429 4.257 2.120 -0.205
S 2.788 4.143 3.960 0.750
O 2.579 5.463 4.580 -0.349
O 4.046 3.409 4.276 -0.360
C 1.347 3.022 4.293 -0.219
H 0.523 1.986 2.604 0.086
H -0.563 3.085 3.482 0.102
H 0.596 5.140 2.399 0.108
H 0.554 4.032 1.029 0.084
H 2.864 5.124 1.624 0.112
H 2.770 3.293 1.743 0.069
H 0.834 3.406 5.175 0.099
H 1.604 1.982 4.493 0.095
C 4.493 1.852 -7.005 -0.231
C 5.955 1.934 -7.525 -0.193
C 6.616 3.157 -6.830 -0.221
S 5.922 3.141 -5.172 0.724
O 5.305 4.448 -4.849 -0.349
O 6.936 2.549 -4.266 -0.365
C 4.537 1.945 -5.494 -0.213
H 3.961 0.950 -7.307 0.114
H 3.896 2.688 -7.370 0.112
H 6.160 1.977 -8.594 0.112
H 6.385 0.993 -7.181 0.112
H 6.294 4.108 -7.255 0.103
H 7.697 3.187 -6.694 0.104
H 3.641 2.376 -5.048 0.089
H 4.845 0.993 -5.061 0.101
C 0.185 4.630 -5.487 -0.217
C 0.105 3.912 -4.124 -0.201
C 0.812 4.826 -3.067 -0.220
S 1.350 6.400 -3.832 0.725
O 2.740 6.344 -4.308 -0.326
O 0.850 7.523 -3.021 -0.357
C 0.065 6.127 -5.147 -0.212
H -0.540 4.264 -6.214 0.111
H 1.148 4.448 -5.965 0.103
H 0.616 2.950 -4.142 0.085
H -0.933 3.679 -3.886 0.110
H 1.712 4.417 -2.609 0.091
H 0.137 5.135 -2.270 0.090
H 0.060 6.906 -5.910 0.104
H -0.846 6.278 -4.568 0.096
C -0.318 -1.494 0.270 -0.048
C -0.628 -1.806 1.796 -0.461
C 0.655 -1.564 2.644 -0.297
F 0.446 -1.929 3.925 0.104
F 1.704 -2.207 2.093 0.103
F -1.546 -0.994 2.207 0.152
F -1.164 -3.067 1.897 0.114
O 0.304 -0.227 -0.009 0.018
C 0.901 -0.178 -1.297 -0.500
C 1.456 1.209 -1.678 -0.386
F 2.031 1.344 -2.830 0.151
F 0.608 2.187 -1.561 0.122
F 1.907 -1.048 -1.282 0.163
F 0.020 -0.505 -2.264 0.147
H -1.242 -1.524 -0.307 0.128
H 0.283 -2.356 -0.021 0.131
H 0.787 -0.487 2.540 0.156
H 2.150 1.582 -0.925 0.164
C -8.595 -3.769 1.906 -0.086
C -9.999 -3.423 1.415 -0.447
C -10.291 -1.932 1.452 -0.348
F -11.364 -1.534 0.789 0.116
F -10.460 -1.416 2.682 0.101
F -10.132 -3.721 0.085 0.118
F -10.865 -4.078 2.188 0.152
O -7.509 -3.229 1.233 -0.001
C -6.498 -2.592 1.995 -0.506
C -5.270 -1.973 1.049 -0.279
F -5.723 -1.192 0.101 0.129
F -4.228 -1.314 1.594 0.085
F -7.138 -1.631 2.584 0.182
F -6.096 -3.468 2.903 0.170
H -8.414 -4.784 1.551 0.147
H -8.525 -3.755 2.994 0.157
H -9.491 -1.352 0.992 0.167
H -4.830 -2.843 0.563 0.149
C -2.922 -5.396 -3.041 -0.025
C -1.795 -4.664 -2.271 -0.433
C -0.649 -4.099 -3.246 -0.344
F -1.037 -3.225 -4.114 0.142
F 0.390 -3.537 -2.560 0.083
F -2.194 -3.580 -1.539 0.099
F -1.097 -5.491 -1.515 0.143
O -3.922 -6.096 -2.263 0.041
C -5.193 -5.541 -2.105 -0.559
C -6.068 -6.389 -1.143 -0.406
F -5.462 -6.541 0.017 0.130
F -7.246 -5.974 -0.938 0.177
F -5.105 -4.360 -1.516 0.170
F -5.765 -5.474 -3.289 0.184
H -2.387 -6.116 -3.661 0.147
H -3.359 -4.650 -3.706 0.146
H -0.271 -4.961 -3.796 0.162
H -6.276 -7.407 -1.472 0.174

=====

[4]
11
Properties=species:S:1:pos:R:3:nbo_charge:R:1 method="wB97M-V/def2-TZVPD" max_force_ev_per_a=4.32 e_tot_ev=-11717.05566 orbital_gap_ev="8.22 / 7.92"
C -1.543 -1.399 -0.291 0.345
C 0.678 -0.788 0.181 -0.360
C 0.896 0.701 -0.123 0.101
N -2.668 -1.118 -0.251 -0.233
N -0.320 -1.807 -0.078 -0.271
N -0.097 1.564 0.043 0.394
O -1.153 1.193 0.456 -0.360
O 0.149 2.667 -0.562 -0.378
H 1.643 -1.276 -0.112 0.234
H 0.547 -0.797 1.304 0.284
H 1.869 1.061 -0.568 0.242

=====

[5]
17
Properties=species:S:1:pos:R:3:nbo_charge:R:1 method="wB97M-V/def2-TZVPD" max_force_ev_per_a=5.66 e_tot_ev=-17134.76468 orbital_gap_ev="7.30 / 7.30"
C -0.719 1.150 -0.843 0.217
C -1.707 -0.272 0.958 -0.623
C 2.193 -1.377 -0.426 -1.063
C -1.466 1.113 0.336 -0.518
N 0.395 0.487 -1.089 -0.728
O 1.269 0.260 1.504 -1.127
P 1.757 0.330 0.134 1.344
H -1.243 1.710 -1.752 0.195
H -1.952 -0.914 0.148 0.200
H -2.466 -0.442 1.812 0.227
H -0.757 -0.639 1.420 0.264
H 3.324 -1.495 -0.260 0.231
H 1.737 -2.333 0.146 0.236
H 2.084 -1.733 -1.436 0.227
H -0.884 1.839 1.087 0.277
H -2.473 1.567 0.172 0.231
H 0.907 0.750 -1.912 0.409

=====

[6]
21
Properties=species:S:1:pos:R:3:nbo_charge:R:1 method="wB97M-V/def2-TZVPD" max_force_ev_per_a=7.92 spin_multiplicity=5 e_tot_ev=-25032.33600 total_charge=+3 orbital_gap_ev="7.67 / 4.31"
O 0.142 4.425 -1.524 -0.439
C 0.027 4.198 -0.424 0.458
Pd 0.028 -0.675 -1.548 0.887
C -0.058 -2.714 -1.127 0.395
O -0.130 -3.862 -1.287 -0.227
C -0.093 -0.965 -3.569 0.501
O -0.089 -0.834 -4.712 -0.198
C 1.945 -0.021 -1.126 0.552
O 3.052 0.125 -1.401 -0.236
C -1.880 0.051 -1.109 0.498
O -2.997 0.012 -1.439 -0.250
H -0.061 0.872 -1.211 -0.108
N -0.232 0.646 2.909 -0.479
C 0.243 -0.651 3.075 0.226
C 0.408 -1.154 1.804 0.154
N 0.016 -0.201 0.909 -0.529
C -0.350 0.876 1.564 0.402
H -0.456 1.312 3.636 0.507
H 0.414 -1.157 4.006 0.316
H 0.764 -2.103 1.463 0.272
H -0.693 1.817 1.113 0.301